Formula: C2H10NO
Source: the OMol25 dataset
Level of theory: ωB97M-V with the def2-TZVPD basis set

Geometry as XYZ:
```
14
Properties=species:S:1:pos:R:3:forces:R:3:mulliken_charge:R:1
C 0.871 -1.316 1.467 0.8 2.6 2.0 -0.843
N -0.140 -1.381 0.381 1.9 -1.5 -0.3 -0.153
H -0.897 -1.913 0.792 -0.7 -0.1 -0.7 0.377
H -0.404 -0.434 0.073 -0.1 0.2 0.1 0.222
H 0.357 -1.909 -0.384 -1.3 0.6 0.5 0.400
H 1.212 -2.254 1.912 -0.2 -0.2 -1.0 0.361
H 0.403 -0.785 2.331 0.2 -0.3 -0.7 0.338
H 1.703 -0.634 1.151 -0.6 -1.0 0.2 0.331
C -0.518 1.649 -1.586 -0.6 1.0 -2.1 -0.641
O -0.274 1.527 -0.189 -0.9 0.4 -0.3 -0.582
H -0.608 2.380 0.140 0.3 -0.6 0.6 0.329
H -0.043 2.580 -1.988 -0.3 -0.7 0.4 0.307
H -0.068 0.826 -2.117 0.4 -0.4 0.0 0.262
H -1.594 1.665 -1.983 1.1 0.0 1.3 0.293
```
Positions in Å, forces in eV/Å.

Properties
Max |F| ... 3.4 eV/A
Charge ... +1
HOMO ... -14.789 eV